Record 1
Density functional theory data (the ωB97M-V functional and the def2-TZVPD basis) for a molecular structure, C18H24AuFeI2N2O3S2.

As for the spin multiplicity: 8. Its net charge is +4. For the gap between HOMO and LUMO (spin up / spin down), the calculation gives 5.988 / 4.821 eV. The total energy comes out at -104079.7510 eV. As for the expectation value of S²: 15.838.

Each line ends with the Löwdin spin population.
CARTESIAN COORDINATES (ANGSTROEM)
I: 2.079 0.173 -5.274  0.467
O: -2.034 2.388 -2.208  0.221
H: -0.083 3.384 -3.296  0.004
H: 0.119 -2.581 -2.900  0.005
C: 0.705 -2.691 -0.828  0.050
H: -4.071 -3.484 3.749  0.003
C: -1.415 -0.834 2.778  0.068
H: -0.789 3.983 -1.020  0.000
C: -3.288 -2.729 3.480  0.155
H: 1.691 -2.948 1.108  0.001
C: -1.438 -0.095 -2.100  0.232
C: -0.669 -2.997 -0.307  0.008
C: 1.807 -3.265 0.062  0.008
H: 2.700 5.348 -1.668  0.002
C: 0.884 -3.071 -2.283  0.028
H: 1.867 -2.763 -2.668  0.009
C: 0.180 4.414 -0.806  0.005
H: -0.789 -2.684 0.734  0.003
H: 0.391 4.327 0.261  0.000
H: 3.414 3.717 -1.921  0.002
C: 1.226 3.729 -1.638  0.027
H: 1.728 -0.257 3.539  -0.001
H: -2.645 -0.312 1.127  0.010
Fe: 0.202 0.519 -2.120  2.695
N: -0.212 -0.149 2.572  0.215
H: 1.776 -4.368 0.038  0.002
H: 2.890 4.231 -0.273  0.001
H: 0.159 5.471 -1.075  0.001
O: -1.406 2.903 2.830  0.007
N: 0.125 -1.483 4.277  0.080
C: -1.207 -1.668 3.880  0.023
H: 0.954 4.830 -3.440  0.002
H: 0.593 -1.942 5.056  0.002
C: -2.566 -0.960 2.002  0.261
S: 1.008 -0.715 -0.690  0.300
H: -4.417 -2.024 1.785  -0.002
H: -1.918 -3.284 5.134  0.009
C: -0.807 2.292 2.040  0.060
H: 0.768 -4.159 -2.385  0.006
S: 1.367 1.902 -1.130  0.296
H: -1.434 -2.488 -0.905  0.000
Au: 0.162 1.139 0.882  0.400
C: 2.639 4.283 -1.353  0.010
H: 1.639 3.187 -3.711  0.004
H: -0.844 -4.076 -0.375  0.001
C: -3.493 -1.913 2.377  0.023
C: 0.924 3.782 -3.122  0.015
O: -2.402 -0.851 -2.100  0.261
I: 3.828 -0.505 -3.393  0.543
C: -1.266 1.454 -2.152  0.194
H: 2.805 -2.945 -0.289  0.001
C: -2.125 -2.643 4.263  0.292
C: 0.690 -0.570 3.460  -0.007

Record 2
Density functional theory data (the ωB97M-V functional and the def2-TZVPD basis) for a molecular structure, C18H24BClF4IN3OPtS.

As for the spin multiplicity: 1. For the gap between HOMO and LUMO, the calculation gives 7.041 eV. The value obtained for the energy above the lowest of the compared OMol25 structures with the same formula, charge and spin is 45.7 kJ/mol. The total energy comes out at -71832.5536 eV.

Each line ends with the Löwdin charge.
CARTESIAN COORDINATES (ANGSTROEM)
C: -1.163 -1.709 -3.495  -0.188
Cl: 3.698 5.831 0.072  0.691
B: 1.767 -2.998 -0.997  -1.209
C: -2.518 -1.737 -0.407  -0.714
H: 0.588 -3.312 3.056  0.082
C: -0.505 4.286 0.136  -0.028
H: -1.723 -5.671 0.329  0.119
H: -1.337 4.973 0.186  0.112
H: -0.011 -2.574 1.596  0.044
C: -0.757 2.910 0.060  -0.120
H: -3.271 -4.130 1.756  0.129
C: 4.178 3.180 -0.023  -0.157
H: -2.485 -1.961 1.550  0.105
C: 3.224 4.159 0.040  -0.612
H: -3.571 -4.220 0.025  0.117
C: -0.731 -3.136 -3.835  -0.249
H: -0.663 -3.737 -2.926  0.088
C: -0.283 -3.245 2.407  -0.097
H: -1.145 -1.096 -4.401  0.122
C: -0.651 -4.633 1.873  -0.232
C: 1.527 2.448 0.006  -0.139
C: -2.562 -1.610 -2.895  -0.185
C: 2.496 1.418 -0.049  -0.446
H: 0.281 -3.095 -4.239  0.119
H: 0.271 -5.157 1.620  0.112
I: 5.267 0.333 -0.132  0.968
F: 1.176 -4.187 -1.427  0.122
F: 2.665 -2.502 -1.906  0.157
C: 1.857 3.818 0.065  -0.167
H: -1.738 -3.226 -5.760  0.076
H: -1.238 -4.799 -5.127  0.073
S: -2.242 -0.015 -0.198  0.615
H: -2.830 -0.568 -2.750  0.086
H: -2.661 -3.301 -1.638  0.137
H: -2.651 -3.995 -4.455  0.059
H: 1.010 5.793 0.205  0.097
F: 2.262 -3.103 0.289  0.146
H: -0.954 -4.186 -0.206  0.091
N: -2.717 -2.444 0.698  0.022
H: -1.099 -2.802 2.990  0.068
H: -1.765 2.519 0.054  0.063
H: -3.292 -2.062 -3.565  0.114
F: 0.608 -2.000 -0.937  -0.122
C: -2.845 -3.905 0.778  -0.158
C: 0.788 4.737 0.143  0.000
H: 5.224 3.454 -0.047  0.098
H: -0.450 -1.279 -2.794  0.077
N: 0.224 2.036 0.000  -0.061
C: -1.518 -4.635 0.610  -0.188
O: 2.110 0.179 -0.087  -0.238
N: -2.691 -2.292 -1.598  0.064
C: -1.645 -3.825 -4.850  -0.107
C: 3.821 1.825 -0.053  -0.636
Pt: 0.085 -0.006 -0.214  0.972
H: -1.161 -5.200 2.659  0.106

Record 3
Density functional theory data (the ωB97M-V functional and the def2-TZVPD basis) for 3 unconnected molecules or ions with the total composition C18H24BrO6.

As for the spin multiplicity: 1. Its net charge is -1. For the gap between HOMO and LUMO, the calculation gives 4.441 eV. The total energy comes out at -101382.7582 eV.

Each line ends with the Löwdin charge.
CARTESIAN COORDINATES (ANGSTROEM)
O: 2.049 1.819 -5.120  0.074
C: 2.854 0.673 -5.461  -0.331
H: -0.561 -2.396 -2.172  0.071
C: 1.958 -1.095 1.335  -0.093
H: 1.237 -0.578 -6.198  0.136
O: 0.374 2.116 -3.636  0.163
C: 2.176 0.230 -0.650  -0.083
H: 3.638 0.587 -4.704  0.160
H: -1.075 1.176 0.087  0.055
H: -1.742 -0.086 5.505  0.141
H: -0.709 -0.368 0.893  0.048
C: -0.342 -1.934 -1.198  -0.283
H: -4.747 -0.797 3.910  0.093
C: 1.165 -2.076 -0.872  -0.199
O: -4.812 0.483 6.313  0.080
O: 1.017 0.050 -4.251  0.053
H: 2.663 -0.212 3.152  0.081
Br: -3.152 -0.114 0.479  0.595
H: 2.667 0.907 -7.589  0.086
H: 2.047 0.318 -1.724  0.081
H: -3.451 1.617 5.273  0.158
C: 1.748 -0.991 -0.065  -0.331
C: -1.231 0.099 0.064  -0.556
C: 1.072 1.395 -4.269  -0.572
H: -3.628 0.343 3.147  0.008
C: 3.451 0.826 -6.835  -0.030
O: -4.685 0.187 8.543  0.151
H: 4.079 -0.034 -7.067  0.088
H: 4.062 1.727 -6.889  0.084
O: -2.908 -0.213 7.219  0.058
H: 1.293 -2.975 -0.248  0.021
H: -2.957 -1.390 5.525  0.139
H: -0.113 0.162 -1.736  0.070
H: 3.068 2.159 -0.405  0.086
H: -0.947 -2.493 -0.465  0.087
H: 1.654 -2.021 1.818  0.091
C: 2.754 1.246 0.092  -0.126
C: -4.187 0.157 7.463  -0.578
C: -3.817 0.587 5.266  -0.322
H: 3.393 1.907 2.044  0.073
C: -4.386 0.233 3.922  -0.046
H: 2.278 -1.398 -4.998  0.138
C: 2.936 1.110 1.468  -0.158
C: -0.856 -0.497 -1.283  -0.317
H: -5.225 0.883 3.676  0.089
H: -1.731 -0.451 -1.940  0.086
C: 1.846 -0.446 -5.299  -0.091
C: -2.754 -0.352 5.797  -0.086
C: 2.538 -0.077 2.081  -0.141

Record 4
Density functional theory data (the ωB97M-V functional and the def2-TZVPD basis) for a molecular structure, C18H24CaN6O6Se.

As for the spin multiplicity: 1. For the gap between HOMO and LUMO, the calculation gives 6.476 eV. The value obtained for the energy above the lowest of the compared OMol25 structures with the same formula, charge and spin is 86.1 kJ/mol. The total energy comes out at -124069.9232 eV.

Each line ends with the Löwdin charge.
CARTESIAN COORDINATES (ANGSTROEM)
O: 0.092 0.696 -1.340  -0.037
H: 3.475 2.622 -1.322  0.085
H: 0.445 0.872 -3.601  0.091
H: -1.079 -4.254 -4.063  0.117
O: -1.709 0.992 0.924  -0.076
Ca: -0.603 -0.993 0.301  1.348
H: 2.085 -1.336 -1.776  0.121
C: -1.451 3.826 3.132  -0.045
H: 4.008 1.224 -2.281  0.101
N: -1.720 -1.558 2.457  -0.057
C: -3.082 -2.851 0.819  -0.671
H: 0.657 2.937 1.527  0.131
H: -3.299 -2.954 2.943  0.116
N: 4.028 -1.783 -4.532  0.171
N: 1.924 1.593 -2.324  -0.130
H: -3.806 2.476 3.183  0.102
H: -1.174 -1.610 3.307  0.033
H: 1.327 2.287 -4.211  0.098
H: 3.500 2.718 -3.075  0.097
H: -0.411 4.054 2.922  0.083
C: 3.301 2.056 -2.233  -0.026
C: 1.211 1.200 -1.258  -0.428
H: -1.797 -3.639 2.323  0.121
C: 0.281 1.960 1.839  -0.097
C: 1.552 -2.323 1.320  -0.033
O: 0.945 0.926 1.119  -0.199
Se: -0.459 0.864 5.342  0.405
C: 1.419 1.345 -3.668  -0.017
H: 2.110 0.696 -4.209  0.085
N: 0.216 -2.214 -1.737  -0.002
H: 1.127 -3.784 -5.152  0.128
C: -0.646 -3.017 -2.372  -0.077
C: -3.425 2.707 2.186  -0.015
C: -0.349 -3.610 -3.594  -0.016
O: -4.126 -3.456 0.649  0.031
H: -1.520 3.483 4.164  0.059
H: 2.732 0.700 0.183  0.147
N: -1.976 2.817 2.225  -0.127
N: 1.228 -1.101 3.842  0.010
H: -1.598 -3.161 -1.870  0.104
H: 0.486 1.825 2.905  0.070
C: 1.762 -2.516 -3.532  -0.203
C: 1.847 1.343 0.128  -0.110
O: -2.378 -2.266 -0.096  -0.255
C: 1.394 -1.985 -2.304  -0.098
C: 0.867 -3.355 -4.193  0.005
H: -2.032 4.739 3.004  0.094
C: 0.599 -0.337 4.452  -0.963
C: -2.484 -2.792 2.237  -0.169
C: 3.028 -2.140 -4.095  -0.184
H: -3.711 1.918 1.499  0.089
H: 2.187 2.365 0.305  0.129
H: -3.854 3.654 1.855  0.093
C: -1.228 1.884 1.630  -0.413
H: -2.360 -0.779 2.573  0.078
O: 2.443 -2.967 1.545  0.101

Number 1: strongest force on any atom 8.65 eV/A. Number 2: strongest force on any atom 2.01 eV/A. Number 3: strongest force on any atom 1.03 eV/A. Number 4: strongest force on any atom 0.78 eV/A.